[1]
Computed, not measured: C29H35O5TeTl as an isolated structure in a non-equilibrium geometry, with ωB97M-V/def2-TZVPD.

Results
* total charge: -2
* total energy: -52858.1752 eV
* lowest unoccupied orbital energy (spin up / spin down): 0.130 / 0.130 Ha
* F_max: 3.6 eV/A

Cartesian coordinates (Å):
C1 0.2855 -0.2356 -7.3368
C2 0.0893 -0.6764 -5.8707
C3 -0.0599 1.2554 -7.4559
C4 -0.8649 1.7401 -6.2164
H1 -0.6671 1.3803 -8.3580
H2 0.8489 1.8569 -7.6121
C5 -1.0473 0.1275 -5.3327
H3 1.0235 -0.4612 -5.3178
H4 -0.1391 -1.7603 -5.8616
C6 -1.5018 -0.3862 -3.9000
H5 -1.9345 -0.1429 -5.9553
H6 -1.9192 1.8808 -6.5117
C7 -0.3735 3.0755 -5.8198
C8 1.6783 -0.5936 -7.8348
C9 -0.5361 -1.0297 -8.3635
O1 -1.2382 -0.5400 -9.2386
O2 2.5873 -0.9778 -7.1241
O3 1.7737 -0.5260 -9.1732
O4 -0.3666 -2.3604 -8.2789
C10 -0.9150 -3.0008 -9.4356
H7 -0.7335 -4.0617 -9.3042
H8 -0.4000 -2.6259 -10.3223
H9 -1.9792 -2.7853 -9.5308
C11 3.0638 -0.8731 -9.6723
H10 3.8414 -0.2602 -9.1994
H11 3.0095 -0.6815 -10.7429
H12 3.2723 -1.9325 -9.4784
O5 -0.7078 -0.6401 -2.7184
H13 -1.7925 -1.4248 -4.1637
H14 -2.4362 0.1868 -3.6313
C12 -1.3088 4.1231 -5.3508
C13 1.0650 3.1491 -5.3908
H15 1.6694 3.6749 -6.1509
H16 1.5103 2.1396 -5.2769
H17 1.1950 3.7038 -4.4412
H18 -1.0235 4.5237 -4.3650
H19 -2.3562 3.7852 -5.2808
H20 -1.3198 4.9948 -6.0180
Tl1 -0.5908 1.0371 -1.4398
C14 -2.0969 -0.2456 1.5598
C15 -2.7497 -0.1795 0.2970
C16 -2.4162 -1.3683 -0.4251
H21 -3.3553 0.6447 -0.0642
C17 -1.4971 -2.1213 0.3690
C18 -1.3207 -1.4367 1.6091
H22 -0.7150 -1.7595 2.4454
H23 -2.1519 0.5025 2.3497
H24 -2.8027 -1.6458 -1.4001
H25 -0.9945 -3.0366 0.0780
C19 2.2339 0.6333 0.5298
C20 1.9482 -0.4138 1.4500
C21 1.7549 -1.6067 0.7021
H26 1.8723 -0.3081 2.5286
C22 1.8865 -1.2986 -0.6768
C23 2.1846 0.0899 -0.7889
H27 2.3458 0.6401 -1.7160
H28 2.4030 1.6818 0.7853
H29 1.5381 -2.5854 1.1207
H30 1.7679 -1.9927 -1.5102
Te1 -0.3563 3.1622 1.1379
C24 -0.1796 2.4710 3.0902
C25 -1.3694 2.3328 3.8631
C26 -1.3056 1.7096 5.1126
C27 -0.0717 1.2798 5.6285
C28 1.1139 1.5060 4.9126
C29 1.0749 2.1159 3.6523
H31 -2.3058 2.6809 3.4257
H32 -2.2200 1.5578 5.6901
H33 -0.0340 0.7764 6.5953
H34 2.0740 1.2068 5.3404
H35 1.9717 2.3022 3.0632

Mulliken atomic charge list, values in e, 8 entries: atom 1 (C): 3.132, atom 2 (C): -1.469, atom 3 (C): -1.352, atom 4 (C): 0.370, atom 5 (H): 0.333, atom 6 (H): 0.246, atom 7 (C): 0.505, atom 8 (H): 0.225



[2]
Computed, not measured: C9H17F6I2IrNO4PS2 as an isolated structure, with ωB97M-V/def2-TZVPD.

Results
* energy above the lowest of the compared OMol25 structures with the same formula, charge and spin: 2.789 eV
* total charge: +3
* total energy: -85557.3082 eV
* multiplicity: 2
* lowest unoccupied orbital energy (spin up / spin down): -0.499 / -0.497 Ha
* F_max: 0.9 eV/A
* expectation value of S²: 0.768

Cartesian coordinates (Å):
Ir1 0.6334 1.4459 0.2029
F1 4.1748 0.4919 -2.8594
C1 3.5435 1.4173 -2.2017
F2 2.2238 1.2984 -2.3924
F3 3.9254 2.6246 -2.5175
S1 3.8937 1.1963 -0.3792
O1 2.6549 1.7909 0.3792
O2 5.0823 1.8784 -0.0728
N1 3.8984 -0.3381 -0.0889
S2 2.6832 -1.0427 0.5525
O3 1.3818 -0.3726 -0.0403
O4 2.6595 -2.4377 0.3745
C2 2.6769 -0.7252 2.4261
F4 3.8659 -0.3347 2.7777
F5 1.7820 0.2219 2.7235
F6 2.3156 -1.8407 2.9933
I1 1.3009 4.0084 0.5971
C3 -0.6614 4.7293 0.4830
I2 -1.6452 2.8868 0.1302
H1 -0.7951 5.3933 -0.3673
H2 -0.9895 5.1567 1.4272
C4 -3.8231 0.6563 -0.6390
C5 -2.9355 -0.1563 0.3100
P1 -1.1691 -0.4396 0.0454
C6 -0.7155 -1.6884 1.2812
C7 -1.8314 -2.7156 1.5785
C8 -0.9828 -0.9070 -1.6775
C9 -1.5488 -2.3266 -1.9218
H3 -4.8580 0.3670 -0.4529
H4 -3.6222 0.4610 -1.6911
H5 -3.8122 1.7263 -0.4616
H6 -3.2420 -1.2070 0.2306
H7 -3.0780 0.1226 1.3581
H8 -0.4690 -1.1615 2.2082
H9 0.1879 -2.1778 0.9289
H10 -2.6811 -2.2752 2.0921
H11 -1.3801 -3.4432 2.2535
H12 -2.1625 -3.2539 0.6933
H13 0.0676 -0.8562 -1.9539
H14 -1.5147 -0.1573 -2.2684
H15 -0.9515 -3.0919 -1.4301
H16 -1.4881 -2.5011 -2.9957
H17 -2.5947 -2.4229 -1.6353

natural (NBO) atomic charge list, values in e, 8 entries: atom 1 (Ir): 0.785, atom 2 (F): -0.240, atom 3 (C): 0.795, atom 4 (F): -0.320, atom 5 (F): -0.253, atom 6 (S): 2.181, atom 7 (O): -1.003, atom 8 (O): -0.749



[3]
Computed, not measured: one molecule with the formula C8H19B2F4NO3Si in a non-equilibrium geometry, with ωB97M-V/def2-TZVPD.

Results
* total energy: -36334.6471 eV
* lowest unoccupied orbital energy: -0.005 Ha
* F_max: 5.1 eV/A

Cartesian coordinates (Å):
C1 -2.8383 0.9760 -2.5570
C2 -1.4499 1.7502 -2.9929
C3 -0.3795 1.9680 -1.7543
O1 0.4412 0.7630 -1.6875
Si1 0.2889 -0.1424 -0.2082
B1 -1.4730 -0.2774 0.5510
C4 -2.0184 0.9609 1.5406
O2 -2.4241 -1.4083 0.3850
B2 1.6662 0.4611 1.0306
O3 2.8033 1.2054 0.4153
N1 1.6886 0.1987 2.5254
C5 1.4422 -1.2937 2.8331
C6 3.1457 0.3944 2.9886
C7 0.8048 -1.9848 -0.6642
F1 0.2340 -2.9105 0.3847
F2 2.3035 -2.1140 -0.6797
C8 0.1869 -2.4832 -2.1024
F3 0.7005 -1.7465 -3.2876
F4 -1.2928 -2.4650 -2.1847
H1 -3.4417 1.5832 -1.7608
H2 -3.4878 0.8986 -3.5557
H3 -2.6281 -0.1505 -2.2473
H4 -1.6442 2.7424 -3.6024
H5 -0.9054 1.0055 -3.7508
H6 0.3413 2.8493 -2.1120
H7 -0.8542 2.3350 -0.7547
H8 -3.1950 1.0538 1.3830
H9 -1.8478 0.5671 2.6515
H10 -1.4573 1.9746 1.3501
H11 -2.9681 -1.5054 1.2377
H12 2.8241 2.1597 0.7183
H13 0.3204 -1.6115 2.6618
H14 2.1840 -1.9164 2.1367
H15 1.7419 -1.5490 3.9593
H16 3.4749 1.5374 2.9506
H17 3.8738 -0.2765 2.3303
H18 3.3083 0.0638 4.1150
H19 0.5312 -3.6130 -2.2464

natural (NBO) atomic charge list, values in e, 8 entries: atom 1 (C): -0.654, atom 2 (C): -0.433, atom 3 (C): -0.088, atom 4 (O): -0.853, atom 5 (Si): 1.177, atom 6 (B): 0.620, atom 7 (C): -1.046, atom 8 (O): -0.900



[4]
Computed, not measured: a 2-piece molecular cluster, C3H6NO5S3 overall in a non-equilibrium geometry, with ωB97M-V/def2-TZVPD.

Results
* energy above the lowest of the compared OMol25 structures with the same formula, charge and spin: 0.869 eV
* total charge: -1
* total energy: -47440.9300 eV
* lowest unoccupied orbital energy (spin up / spin down): 0.102 / 0.102 Ha
* F_max: 5.2 eV/A

Cartesian coordinates (Å):
C1 0.7918 1.6758 -0.0052
C2 -2.9462 -0.7204 0.1342
C3 0.5105 0.3496 -0.3145
N1 -0.5783 -0.2824 -0.9628
O1 1.9702 2.1037 0.5323
O2 3.2161 -0.1543 -0.3124
O3 -0.0552 2.5804 -0.2210
O4 1.6731 -1.2420 1.4566
O5 1.6786 -1.9938 -0.8257
S1 -3.9343 -0.3661 -1.1166
S2 -2.4691 0.5038 1.4122
S3 1.8664 -0.7600 -0.1176
H1 -2.6984 -1.7112 0.5500
H2 -0.9634 0.3016 -1.5874
H3 -0.2256 -1.0802 -1.2838
H4 2.6090 1.2831 0.4928
H5 2.0662 -2.2125 1.3806
H6 -2.5117 1.7251 0.7881

natural (NBO) atomic charge list, values in e, 8 entries: atom 1 (C): 0.679, atom 2 (C): -0.404, atom 3 (C): -0.467, atom 4 (N): -0.781, atom 5 (O): -0.712, atom 6 (O): -0.951, atom 7 (O): -0.744, atom 8 (O): -0.886